This record from OMol25 describes a structure of composition C14H32Ba2N2O10Sr in a non-equilibrium geometry. The level of theory is ωB97M-V with the def2-TZVPD basis set.

Each line ends with the natural charge from an NBO analysis.
CARTESIAN COORDINATES (ANGSTROEM)
Sr  3.4550  -5.7923  3.2593  1.77
Ba  -2.0436  -3.4746  6.3859  1.63
Ba  -4.8545  -4.3427  -0.3436  1.94
O  0.8741  -0.7237  1.4461  -0.68
C  0.1198  -1.7500  1.2393  0.93
O  -0.8317  -1.5287  0.4647  -0.83
O  0.0505  -2.7969  1.9027  -0.87
H  0.3628  -0.1247  0.8971  0.51
O  -1.4022  -8.0817  -0.2996  -0.76
C  -0.1819  -8.6004  -0.1588  0.92
O  0.7218  -7.8336  0.0947  -0.69
O  0.1101  -9.7846  -0.3652  -0.59
H  -2.0964  -8.7416  -0.3654  0.49
C  -3.9990  7.4414  -0.1296  -0.25
O  -4.0704  6.0410  0.3060  -0.56
C  -4.1166  4.9691  -0.6716  -0.07
C  -5.5879  4.5366  -0.9554  -0.24
N  -6.2334  5.4013  -1.9144  -0.55
C  -7.6925  5.4637  -1.7677  -0.25
C  -8.2024  6.7251  -2.4678  -0.07
O  -7.8407  7.8773  -1.7609  -0.55
C  -8.7757  8.4039  -0.7769  -0.26
H  -4.8963  7.8002  -0.6337  0.18
H  -3.1747  7.5528  -0.8342  0.18
H  -3.7973  8.0295  0.7657  0.21
H  -3.6816  4.1236  -0.1387  0.18
H  -3.6239  5.1608  -1.6248  0.19
H  -6.1504  4.3686  -0.0369  0.18
H  -5.5850  3.5553  -1.4299  0.17
H  -5.8138  6.2974  -1.7120  0.37
H  -8.1271  5.3599  -0.7735  0.18
H  -8.0459  4.5438  -2.2334  0.19
H  -9.2559  6.5971  -2.7165  0.18
H  -7.6187  6.8678  -3.3772  0.20
H  -9.6191  8.8482  -1.3055  0.19
H  -8.3806  9.1131  -0.0495  0.21
H  -9.2261  7.5916  -0.2065  0.16
C  5.2576  -2.2991  -3.3002  -0.26
O  6.0829  -2.5475  -2.1782  -0.55
C  6.1470  -3.9229  -1.7765  -0.06
C  6.7176  -4.1259  -0.3187  -0.25
N  5.9951  -3.3932  0.7074  -0.67
C  6.8008  -2.7282  1.7144  -0.23
C  7.5293  -3.7182  2.6890  -0.08
O  6.8659  -4.7456  3.2728  -0.60
C  7.5983  -5.4766  4.2299  -0.24
H  5.2041  -1.2433  -3.5657  0.22
H  4.2993  -2.8185  -3.3130  0.16
H  5.7495  -2.7610  -4.1562  0.18
H  6.7911  -4.5756  -2.3657  0.19
H  5.1285  -4.2971  -1.8803  0.16
H  7.7909  -3.9402  -0.2794  0.20
H  6.6127  -5.1865  -0.0901  0.18
H  5.4104  -2.7024  0.2590  0.39
H  6.1421  -2.1706  2.3802  0.19
H  7.5153  -2.0575  1.2372  0.22
H  8.0977  -3.1830  3.4497  0.19
H  8.2569  -4.2194  2.0506  0.17
H  7.7716  -4.9677  5.1781  0.19
H  8.5665  -5.7546  3.8135  0.22
H  6.9006  -6.2587  4.5295  0.15

For the highest occupied orbital energy, the calculation gives -13.96 eV. Its multiplicity is 1. Its net charge is +4.